(1)
Density functional theory data (ωB97M-V with the def2-TZVPD basis set) for C32H36N3O3ReS2SbSe4 as an isolated structure at a distorted geometry.

Computed properties:
- 2S+1 = 2
- gap between HOMO and LUMO (alpha / beta) (eV) = 3.846 / 4.988
- net charge = 0
- HOMO energy (alpha / beta) (eV) = -5.61 / -6.74

Last column: Löwdin spin population.
Positions of all 82 atoms, in Å:
Re 1.57998 0.30743 0.93636  0.091
Se 7.25335 -1.31791 0.21171  0.242
Sb 5.94284 -0.87790 2.16522  0.476
Se 3.28491 -1.20431 1.59152  0.056
Se 3.68756 0.93188 1.90778  0.022
Se 4.37199 1.51727 3.92627  0.093
S -0.41407 0.71744 -0.19426  0.021
C -1.49345 -0.55099 0.10031  -0.003
N -2.80262 -0.42035 -0.25594  -0.008
C -3.72582 -1.45360 0.13555  0.000
C -3.04488 -2.81785 0.06259  0.000
N -1.83594 -2.81212 0.84823  0.008
C -1.55870 -3.96789 1.67821  0.001
C -2.53092 -4.03559 2.83280  0.000
C -2.47258 -3.07293 3.83348  0.000
C -3.36777 -3.09479 4.88741  0.000
C -4.33687 -4.08224 4.94813  0.000
C -4.39619 -5.05134 3.96230  0.000
C -3.50257 -5.02567 2.90472  0.000
C -1.04621 -1.71255 0.73352  0.005
S 0.55667 -1.80258 1.28860  -0.012
C -3.28811 0.67428 -1.06606  0.000
C -3.50286 0.24768 -2.49804  0.000
C -4.78627 0.02502 -2.97917  0.000
C -4.98676 -0.36815 -4.29041  0.000
C -3.90333 -0.55194 -5.13235  0.000
C -2.61911 -0.34004 -4.65998  0.000
C -2.42064 0.05396 -3.34891  0.000
H -4.58513 -1.42916 -0.53763  0.000
H -4.08284 -1.27696 1.16224  0.000
H -2.81003 -3.04916 -0.98883  0.000
H -3.71671 -3.58532 0.45014  0.000
H -0.53165 -3.90345 2.05198  0.000
H -1.63954 -4.86641 1.05436  0.000
H -1.70987 -2.30648 3.79530  0.000
H -3.30404 -2.34333 5.66156  0.000
H -5.03627 -4.09674 5.77035  0.000
H -5.14332 -5.82847 4.01732  0.000
H -3.55350 -5.79009 2.14239  0.000
H -2.56165 1.49379 -1.02649  0.000
H -4.22651 1.03757 -0.63158  0.000
H -5.63467 0.17726 -2.32560  0.000
H -5.99134 -0.53205 -4.65144  0.000
H -4.06195 -0.84867 -6.15788  0.000
H -1.77181 -0.48068 -5.31573  0.000
H -1.41248 0.22209 -2.99399  0.000
C 0.37975 2.73327 4.37918  0.001
C 0.67618 2.47343 2.92571  0.001
O 0.69621 1.25612 2.60220  0.000
C 0.96388 3.56742 2.04184  0.001
C 0.76452 4.89849 2.48038  0.000
C 0.89736 5.96423 1.63556  0.001
C 1.24675 5.75790 0.29519  0.000
C 1.50395 4.49838 -0.16122  0.001
C 1.40052 3.37160 0.68921  0.000
O 1.75720 2.24133 0.17628  0.003
H 0.22866 1.77937 4.88167  0.000
H -0.50072 3.35766 4.51762  0.000
H 1.25183 3.21979 4.81950  0.001
H 0.49975 5.06989 3.51196  0.000
H 0.72553 6.96599 1.99854  0.000
H 1.32254 6.59922 -0.37837  0.000
H 1.79829 4.31821 -1.18564  0.000
O 2.52140 -0.47620 -1.14085  -0.002
C 3.67778 -0.43461 -1.58059  0.000
C 4.14523 -1.34393 -2.66958  0.000
C 4.56259 -0.43027 -3.84912  0.000
C 3.90370 0.96365 -3.85482  0.000
C 4.64080 2.01952 -3.01735  0.000
C 4.39486 1.86099 -1.51444  0.000
N 4.61560 0.46471 -1.16645  0.000
H 3.33933 -2.01869 -2.95648  0.000
H 5.00448 -1.91811 -2.30949  0.001
H 4.29758 -0.93886 -4.77610  0.000
H 5.64493 -0.30560 -3.84653  0.000
H 2.86708 0.88838 -3.51685  0.000
H 3.86093 1.32652 -4.88401  0.000
H 4.31682 3.01521 -3.32503  0.000
H 5.71270 1.94365 -3.20919  0.000
H 3.36889 2.13616 -1.26129  0.000
H 5.07947 2.47876 -0.92860  0.000
H 5.56531 0.18844 -1.42892  0.001

***

(2)
Density functional theory data (ωB97M-V with the def2-TZVPD basis set) for a 2-piece molecular cluster, CH4ClN3O overall at a distorted geometry.

Computed properties:
- gap between HOMO and LUMO (alpha / beta) (eV) = 7.954 / 6.553
- net charge = 0
- HOMO energy (alpha / beta) (eV) = -8.37 / -7.70

Last column: natural (NBO) charge in e.
Positions of all 10 atoms, in Å:
C -1.54940 -0.53203 0.18411  0.475
N 1.24815 -0.84924 0.17273  -0.573
N 0.68726 1.16257 -0.60166  -0.595
N 0.51907 -0.20964 -0.69663  0.034
O -2.01411 -1.58522 -0.03968  -0.537
Cl -2.40661 1.24793 0.19437  -0.309
H 1.40170 -0.37096 1.07508  0.360
H 1.20279 -1.88954 0.08272  0.410
H 1.13725 1.43840 0.25836  0.329
H -0.22611 1.58773 -0.62940  0.405

***

(3)
Density functional theory data (ωB97M-V with the def2-TZVPD basis set) for one molecule with the formula C3H10N2 at a distorted geometry.

Computed properties:
- gap between HOMO and LUMO (eV) = 9.964
- SMILES = CNCCN
- net charge = 0
- HOMO energy (eV) = -8.81

Last column: natural (NBO) charge in e.
Positions of all 15 atoms, in Å:
C 1.03630 -0.10925 -2.04086  -0.412
N 0.03410 -0.15280 -0.95671  -0.637
C 0.45802 0.63732 0.23178  -0.247
C -0.01963 -0.19565 1.44966  -0.218
N -1.51030 -0.32372 1.49842  -0.837
H 1.22173 0.83993 -2.53236  0.173
H 1.92724 -0.46843 -1.50295  0.190
H 0.76279 -0.90456 -2.74335  0.201
H -0.85543 0.16999 -1.32353  0.349
H 0.03097 1.64404 0.29947  0.177
H 1.54844 0.65457 0.25003  0.194
H 0.28360 0.17941 2.43192  0.182
H 0.36452 -1.19495 1.27036  0.188
H -1.93040 0.22231 2.23015  0.355
H -1.82413 0.00380 0.58926  0.342

***

(4)
Density functional theory data (ωB97M-V with the def2-TZVPD basis set) for one molecule with the formula C4H7NO at a distorted geometry.

Computed properties:
- gap between HOMO and LUMO (eV) = 11.030
- SMILES = C[C@H]1CN1C=O
- net charge = 0
- HOMO energy (eV) = -10.10

Last column: natural (NBO) charge in e.
Positions of all 13 atoms, in Å:
C 1.59425 0.63384 -0.59349  -0.615
C 0.14900 0.44558 -0.23149  -0.076
C -0.66714 -0.65927 -0.76781  -0.234
N -0.22687 -0.68329 0.63381  -0.452
C -1.20037 -0.46431 1.57946  0.535
O -1.65827 -1.44406 2.10956  -0.520
H 2.13442 1.19126 0.17757  0.217
H 1.65836 1.19230 -1.53489  0.216
H 2.06513 -0.34192 -0.72769  0.221
H -0.39062 1.37270 -0.00915  0.188
H -1.69653 -0.40568 -0.99612  0.203
H -0.20038 -1.43312 -1.35814  0.213
H -1.56097 0.59596 1.71839  0.104

***

The following E values (in Eh) correspond, in order, to the records above: -12351.600390, -740.061962, -229.775776, -286.556055.